The following is a quantum chemistry calculation of a structure of composition C50H60BaClN3O7 at a distorted geometry, from the Open Molecules 2025 dataset.

Values from the calculation:
HOMO energy = -2.2080 eV
Relative energy (zero: lowest compared OMol25 entry of this formula, charge and spin) = 0.6068 eV
Spin multiplicity = 1
Frontier orbital gap = 5.7 eV
Net charge = -2
E_LUMO = 3.47 eV

Geometry (Å):
Ba: -2.260 0.132 3.021
C: -4.830 1.670 0.886
O: -3.527 1.085 0.848
C: -2.978 1.138 -0.417
C: -2.299 2.277 -0.842
C: -1.900 3.365 0.127
C: -0.441 3.198 0.484
C: 0.544 3.732 -0.264
C: 1.947 3.507 0.016
C: 2.284 2.892 1.162
C: 1.275 2.466 2.152
C: 1.742 1.397 3.132
C: 1.875 0.028 2.518
C: 2.964 -0.259 1.699
C: 3.117 -1.495 1.086
C: 2.115 -2.433 1.284
C: 1.011 -2.196 2.094
C: -0.093 -3.229 2.135
C: -0.805 -3.202 0.795
C: -0.390 -3.992 -0.265
C: -0.977 -3.919 -1.525
C: -2.048 -3.033 -1.660
C: -2.503 -2.243 -0.621
C: -3.659 -1.277 -0.800
C: -3.130 0.053 -1.287
C: -2.699 0.187 -2.599
C: -2.102 1.349 -3.079
C: -1.885 2.370 -2.168
C: -1.695 1.446 -4.546
C: -1.098 2.810 -4.897
C: -0.643 0.369 -4.852
C: -2.931 1.226 -5.432
C: -1.847 -2.255 0.639
O: -2.184 -1.458 1.599
C: -0.470 -4.703 -2.733
C: -1.583 -5.592 -3.306
C: 0.718 -5.602 -2.384
C: -0.012 -3.714 -3.817
C: 0.927 -0.971 2.760
O: -0.079 -0.747 3.689
C: 0.371 -0.911 5.034
C: 4.306 -1.840 0.193
C: 5.015 -3.090 0.735
C: 5.332 -0.706 0.127
C: 3.799 -2.115 -1.231
C: -0.114 2.327 1.606
O: -0.970 1.689 2.243
C: 2.956 3.933 -1.045
C: 2.632 3.192 -2.354
C: 2.857 5.449 -1.270
C: 4.389 3.587 -0.641
H: -5.401 1.400 -0.007
H: -4.768 2.763 0.947
H: -5.329 1.277 1.769
H: -2.482 3.302 1.045
H: -2.041 4.347 -0.327
H: 0.270 4.332 -1.124
H: 3.318 2.701 1.416
H: 1.014 1.427 3.940
H: 2.706 1.726 3.531
H: 3.699 0.520 1.552
H: 2.169 -3.396 0.789
H: -0.811 -2.991 2.921
H: 0.324 -4.222 2.318
H: 0.414 -4.698 -0.083
H: -2.568 -2.963 -2.613
H: -4.145 -1.144 0.167
H: -4.376 -1.684 -1.517
H: -2.834 -0.662 -3.262
H: -1.372 3.273 -2.475
H: -0.168 2.987 -4.352
H: -1.796 3.620 -4.674
H: -0.871 2.844 -5.965
H: 0.220 0.492 -4.195
H: -0.306 0.441 -5.891
H: -1.047 -0.630 -4.690
H: -3.692 1.978 -5.215
H: -3.371 0.244 -5.261
H: -2.659 1.301 -6.489
H: -1.917 -6.311 -2.555
H: -1.226 -6.145 -4.182
H: -2.447 -4.997 -3.607
H: 0.445 -6.340 -1.627
H: 1.559 -5.014 -2.010
H: 1.050 -6.138 -3.277
H: -0.844 -3.095 -4.154
H: 0.396 -4.242 -4.686
H: 0.757 -3.047 -3.420
H: 1.398 -0.558 5.148
H: 0.315 -1.962 5.332
H: -0.285 -0.319 5.669
H: 5.364 -2.918 1.755
H: 5.880 -3.333 0.110
H: 4.349 -3.953 0.745
H: 5.717 -0.463 1.119
H: 4.895 0.194 -0.311
H: 6.174 -1.012 -0.499
H: 3.097 -2.949 -1.244
H: 4.633 -2.353 -1.898
H: 3.279 -1.237 -1.620
H: 1.635 3.448 -2.716
H: 2.661 2.113 -2.189
H: 3.358 3.450 -3.130
H: 1.867 5.731 -1.629
H: 3.591 5.776 -2.011
H: 3.037 5.982 -0.334
H: 4.497 2.508 -0.513
H: 4.661 4.080 0.294
H: 5.085 3.909 -1.418
O: -2.911 -2.088 5.027
H: -3.727 -1.882 4.526
H: -2.902 -1.388 5.691
O: 0.113 3.356 4.087
O: 0.800 3.679 2.933
Cl: -5.056 -0.322 3.598
N: -2.427 0.791 5.390
C: -2.855 1.316 6.333
C: -3.348 1.909 7.492
C: -3.384 3.310 7.651
N: -3.428 4.451 7.833
C: -3.807 1.110 8.558
N: -4.173 0.473 9.453